[1]
115
Properties=species:S:1:pos:R:3:forces:R:3:lowdin_charge:R:1 method="wB97M-V/def2-TZVPD" homo_ev=-8.7 total_charge=0 gap_ha=0.31637 smiles="O=COCCc1ccc2ncc(Br)nc2c1Br.CC(C)=O.CC(C)=O.CC(C)=O.CC(C)=O.CC(C)=O.CC(C)=O.CC(C)=O.CC(C)=O.CC(C)=O" e_tot_ev=-205999.101
O 2.15372 4.91716 2.76617 -0.58 0.10 -0.05 0.081
C 1.03349 4.90259 2.33346 0.91 0.05 0.23 -0.368
O -0.04673 4.80950 3.12148 0.06 -0.25 -0.21 -0.012
C -1.26060 4.35044 2.49958 -0.24 0.56 0.01 -0.218
C -1.77960 3.12904 3.23198 0.18 -0.18 -0.21 -0.125
C -0.78990 2.01611 3.48821 0.01 -0.01 0.29 -0.228
C -0.65088 1.57244 4.83031 0.16 -0.02 -0.17 -0.011
C 0.18431 0.55484 5.17612 -0.19 -0.02 0.37 -0.006
C 0.93926 -0.11411 4.20088 0.02 0.06 -0.13 -0.216
N 1.74831 -1.15422 4.56323 -0.13 0.08 -0.21 0.143
C 2.39955 -1.75361 3.60937 0.12 -0.02 0.03 -0.132
C 2.27956 -1.30450 2.25928 -0.09 0.06 -0.11 -0.700
Br 3.26182 -2.20026 0.90497 0.09 -0.06 0.01 0.752
N 1.53894 -0.32464 1.87899 -0.04 -0.05 0.22 0.074
C 0.82672 0.30145 2.85764 0.13 -0.11 0.13 -0.245
C -0.04539 1.36901 2.53608 -0.10 0.11 -0.12 -0.511
Br -0.17673 1.83529 0.71237 -0.02 -0.11 -0.25 0.898
H 0.83970 5.00332 1.25455 -0.33 -0.15 0.02 0.140
H -1.11365 4.18564 1.43646 0.11 -0.09 0.05 0.041
H -2.00332 5.14375 2.59129 0.02 0.03 0.07 0.127
H -2.62319 2.74174 2.65560 -0.07 0.06 0.00 0.121
H -2.14563 3.46401 4.20029 -0.13 -0.06 0.03 0.117
H -1.22334 2.05584 5.60949 -0.07 0.10 -0.05 0.118
H 0.24880 0.24067 6.20919 0.11 -0.08 -0.01 0.114
H 3.03040 -2.60199 3.85017 -0.11 0.21 -0.06 0.066
C 1.27371 1.04166 -3.01197 -0.08 0.21 0.16 -0.023
C 0.07358 1.58139 -3.75187 0.02 -0.03 -0.02 -0.487
C -0.33907 0.84407 -4.99590 -0.18 0.11 0.17 -0.029
O -0.52190 2.55984 -3.35385 -0.02 0.00 0.03 0.049
H 1.46753 1.65786 -2.13667 0.02 -0.02 0.01 0.060
H 1.08042 0.01699 -2.69075 0.08 -0.05 -0.08 0.088
H 2.15181 1.05220 -3.65961 -0.02 -0.13 -0.03 0.085
H -0.59250 -0.18949 -4.74972 0.09 -0.03 -0.05 0.074
H 0.47151 0.85433 -5.72291 0.02 -0.11 -0.01 0.070
H -1.20791 1.32811 -5.43470 0.02 0.02 -0.03 0.078
C 5.80574 -5.70119 4.03369 -0.07 0.11 0.17 -0.021
C 4.61236 -5.25295 3.23669 -0.03 0.05 -0.10 -0.473
C 4.26284 -6.01752 1.98937 -0.05 0.16 0.11 -0.025
O 3.94770 -4.29652 3.57668 0.17 -0.25 0.16 0.013
H 5.92994 -5.04586 4.89139 0.04 0.01 0.00 0.072
H 5.66550 -6.72672 4.38077 0.04 -0.05 -0.13 0.087
H 6.70534 -5.64780 3.42033 0.01 -0.08 0.00 0.084
H 4.05019 -7.06042 2.22704 0.10 -0.04 -0.06 0.093
H 5.09431 -5.98086 1.28281 0.04 -0.11 0.03 0.093
H 3.38415 -5.57644 1.53284 -0.02 -0.01 0.00 0.053
C 9.35671 -1.73022 5.23449 0.05 -0.15 -0.13 -0.024
C 8.01728 -2.29425 4.82543 -0.09 0.07 0.04 -0.499
C 6.79392 -1.68622 5.46841 -0.08 -0.14 -0.12 -0.016
O 7.92398 -3.19030 4.02005 0.07 -0.06 -0.05 0.063
H 10.14883 -2.25115 4.70218 0.00 0.00 0.00 0.080
H 9.40270 -0.66644 4.99678 -0.02 0.03 0.10 0.085
H 9.50294 -1.85425 6.30859 -0.03 0.11 0.02 0.084
H 6.74023 -0.62064 5.23983 0.04 0.03 0.10 0.088
H 6.83970 -1.80812 6.55197 0.04 0.11 0.02 0.087
H 5.90053 -2.17854 5.08906 0.00 -0.01 -0.01 0.072
C -0.21861 -2.84067 8.80798 -0.04 0.16 0.10 -0.025
C -1.40638 -2.31641 8.03736 0.01 -0.01 -0.01 -0.512
C -1.78697 -3.06081 6.78094 -0.14 0.16 -0.04 -0.024
O -2.02100 -1.34350 8.40689 0.01 0.03 0.00 0.061
H -0.05200 -2.21727 9.68316 -0.01 0.01 0.00 0.080
H -0.40233 -3.86729 9.12880 0.06 -0.05 -0.09 0.083
H 0.67257 -2.82200 8.17809 -0.01 -0.11 -0.03 0.084
H -2.03879 -4.09646 7.01462 0.13 -0.04 -0.03 0.084
H -0.95560 -3.04768 6.07338 0.04 -0.12 0.04 0.080
H -2.64942 -2.58019 6.32520 0.00 0.01 0.00 0.081
C -2.52735 4.31209 -1.49933 -0.05 -0.09 0.28 -0.023
C -3.67064 4.48695 -0.53431 0.01 0.02 -0.08 -0.488
C -4.75917 5.45624 -0.93376 -0.11 -0.11 0.21 -0.024
O -3.72160 3.88595 0.51599 0.01 0.03 0.04 0.058
H -1.82773 3.58592 -1.09955 0.08 -0.03 -0.04 0.033
H -2.88444 3.95394 -2.46506 0.02 0.10 -0.05 0.088
H -2.02003 5.26756 -1.64593 -0.02 0.00 -0.12 0.094
H -5.21696 5.13206 -1.87007 0.07 0.11 -0.08 0.080
H -4.34306 6.45548 -1.06877 0.01 -0.02 -0.14 0.086
H -5.51778 5.49053 -0.15409 0.00 -0.01 0.01 0.075
C -4.38961 -3.01304 -5.91230 0.10 -0.05 0.16 -0.025
C -3.19651 -2.09052 -5.98743 -0.03 0.05 -0.07 -0.501
C -3.14379 -1.13868 -7.15902 0.18 0.04 0.11 -0.017
O -2.32552 -2.11159 -5.15059 0.04 -0.04 0.06 0.065
H -4.30792 -3.64182 -5.02914 0.00 0.00 0.00 0.080
H -5.31024 -2.43036 -5.85479 -0.02 -0.01 -0.11 0.085
H -4.43133 -3.64451 -6.80112 -0.08 0.06 -0.05 0.084
H -4.01705 -0.48440 -7.14910 -0.05 -0.06 -0.08 0.087
H -3.13795 -1.69849 -8.09569 -0.11 0.02 -0.02 0.086
H -2.24233 -0.53292 -7.09850 0.00 0.00 0.00 0.070
C 3.72164 -6.26094 -2.15870 0.05 -0.12 0.15 -0.021
C 2.47755 -6.21272 -1.30387 -0.04 0.04 -0.03 -0.502
C 1.35621 -5.32582 -1.78580 -0.07 -0.07 0.17 -0.020
O 2.38859 -6.84985 -0.28044 -0.03 -0.06 -0.08 0.053
H 4.44988 -6.92901 -1.70472 0.00 0.00 0.00 0.080
H 3.47607 -6.62327 -3.15807 0.00 0.10 -0.05 0.084
H 4.15385 -5.26260 -2.24613 -0.05 0.02 -0.10 0.085
H 1.01691 -5.65056 -2.77075 0.06 0.08 -0.05 0.086
H 1.69994 -4.29248 -1.85775 0.01 0.00 -0.10 0.078
H 0.52606 -5.37661 -1.08581 0.00 0.00 0.01 0.084
C -0.12559 4.07895 -8.88813 -0.12 -0.09 0.13 -0.021
C 0.63382 2.79986 -8.63365 0.01 0.05 -0.03 -0.493
C 1.92154 2.60981 -9.39820 -0.01 -0.17 0.12 -0.022
O 0.23016 1.96887 -7.85410 0.00 0.00 -0.09 0.060
H -1.02654 4.09377 -8.27987 0.00 0.00 0.01 0.082
H 0.49446 4.93937 -8.63224 0.03 0.02 -0.10 0.086
H -0.40079 4.14805 -9.94173 0.08 0.07 -0.02 0.085
H 2.61949 3.41451 -9.16227 -0.02 0.06 -0.09 0.086
H 1.72492 2.62210 -10.47131 0.03 0.10 -0.01 0.085
H 2.36865 1.65663 -9.12688 0.00 0.00 0.00 0.081
C -9.47728 5.89003 -0.97368 -0.06 0.13 -0.14 -0.023
C -9.15785 5.17817 -2.26705 0.01 -0.02 0.05 -0.508
C -8.53801 3.80589 -2.14849 0.02 0.01 -0.23 -0.022
O -9.38488 5.68067 -3.34120 0.00 0.01 -0.02 0.070
H -9.91500 6.86086 -1.19234 0.00 0.00 -0.01 0.081
H -10.18305 5.30124 -0.38581 0.08 -0.04 0.07 0.085
H -8.56719 6.02925 -0.38774 -0.02 -0.09 0.07 0.077
H -9.20641 3.13451 -1.60756 0.06 0.02 0.11 0.086
H -7.59042 3.86725 -1.61031 -0.06 -0.04 0.12 0.070
H -8.35669 3.40300 -3.14210 -0.01 0.01 -0.01 0.082


[2]
66
Properties=species:S:1:pos:R:3:forces:R:3:lowdin_charge:R:1 method="wB97M-V/def2-TZVPD" de_lowest_ev=0.523 homo_ev="-0.7 / -0.1" total_charge=-2 gap_ha="0.15449 / 0.13324" e_tot_ev=-74736.144
Be 0.79426 -0.61335 0.71512 0.25 0.38 0.08 0.063
N -0.80581 2.86256 2.55461 0.14 -0.67 0.19 0.110
C -0.34075 1.70878 3.16791 0.10 0.74 0.44 -0.599
N 0.60821 0.92881 2.62771 -0.99 0.74 1.02 -0.071
C 0.92007 -0.15082 3.45359 -0.76 0.40 1.55 -0.243
C 0.29850 -0.10649 4.66056 0.04 0.26 -0.53 -0.334
S -0.71510 1.29886 4.81423 0.28 -0.26 -0.55 1.011
C 1.93147 -1.09395 3.05920 1.27 -0.91 0.69 -0.297
C 2.81064 -1.69536 3.91393 -0.21 0.20 -0.40 -0.362
S 3.92549 -2.69936 3.03543 -0.59 0.26 -0.44 0.986
C 3.06794 -2.24812 1.52935 0.92 -0.40 0.93 -0.620
N 2.10232 -1.41690 1.74290 -0.70 0.11 -0.50 0.084
N 3.42663 -2.73008 0.35822 0.11 -0.20 -0.65 0.124
H -0.48906 2.87234 1.58552 0.01 -0.03 -0.05 0.085
H -1.81208 2.96819 2.62406 0.07 -0.10 -0.02 0.091
H 0.39562 -0.79084 5.47783 0.00 -0.24 0.06 0.066
H 2.91654 -1.56013 4.97114 -0.03 0.12 0.18 0.059
H 4.22064 -3.34107 0.29363 -0.07 0.03 0.06 0.091
H 2.87229 -2.49170 -0.53105 0.15 -0.08 0.13 0.058
C -2.10566 -2.89107 2.19465 0.23 0.35 -0.16 -0.035
C -1.69941 -1.56525 1.57816 -1.08 -0.26 0.18 -0.359
O -0.44317 -1.35487 1.44642 0.82 -0.08 -0.06 -0.046
C -2.69956 -0.64275 1.17615 0.27 -0.16 0.09 -0.172
C -4.08444 -0.85689 1.39263 0.00 -0.21 0.07 -0.064
C -5.01221 0.05922 0.95865 -0.20 0.08 0.02 -0.133
C -4.62364 1.22111 0.30319 -0.25 0.25 -0.04 -0.133
C -3.26702 1.45941 0.08805 -0.04 0.04 0.05 -0.113
C -2.33127 0.55575 0.51722 0.22 -0.04 -0.05 -0.047
H -1.21321 -3.49099 2.35939 0.05 0.00 -0.01 0.072
H -2.77431 -3.43192 1.52384 -0.12 -0.12 0.02 0.072
H -2.61386 -2.75674 3.15188 -0.12 -0.02 0.09 0.068
H -4.43151 -1.75057 1.89065 0.04 -0.11 0.06 0.085
H -6.06702 -0.12679 1.13123 -0.01 -0.03 -0.01 0.086
H -5.36938 1.91976 -0.04660 -0.05 0.08 -0.06 0.080
H -2.94816 2.35202 -0.43300 0.02 0.04 -0.10 0.101
H -1.28115 0.71768 0.32748 0.17 0.16 -0.03 0.085
C 1.09419 1.04704 1.34910 -0.24 -0.44 -1.49 -0.124
C 1.75005 2.24518 0.99469 0.35 -0.35 0.41 -0.257
C 2.24892 2.39094 -0.32581 -0.05 0.02 -0.16 -0.062
C 3.14636 3.37448 -0.65520 -0.05 0.05 -0.10 -0.134
C 3.57820 4.30196 0.29299 0.28 0.37 0.08 -0.168
C 3.05596 4.22912 1.57864 0.15 0.23 -0.13 -0.150
C 2.15483 3.24801 1.92243 -0.31 -0.04 0.17 -0.084
H 1.93114 1.65967 -1.05459 0.03 -0.08 -0.14 0.099
H 3.52959 3.42941 -1.66815 -0.01 -0.03 -0.03 0.089
H 4.30417 5.06514 0.03647 -0.03 0.00 -0.03 0.068
H 3.36688 4.95162 2.33170 -0.02 -0.05 -0.07 0.084
H 1.78821 3.21082 2.94170 0.04 -0.02 0.04 0.086
O 2.15041 -2.28651 -1.85247 -0.04 -0.02 -0.15 0.016
C 1.16271 -1.52693 -1.83562 0.35 -0.33 -0.19 -0.488
O 0.77122 -0.90448 -0.81226 -0.34 0.33 -0.28 0.045
C 0.39252 -1.32235 -3.10436 0.01 -0.03 -0.46 -0.117
C 0.90713 -1.83772 -4.28643 0.02 0.03 0.35 0.057
C 0.21090 -1.64034 -5.49494 0.51 -0.38 -0.47 -0.166
C -0.99446 -0.94883 -5.49850 -0.82 0.52 0.02 0.076
C -1.49887 -0.43304 -4.31237 2.00 -1.20 -0.04 -0.169
C -0.80368 -0.61383 -3.10063 -0.50 0.31 0.17 0.048
N -2.70779 0.28465 -4.33421 -2.22 1.31 -0.04 -0.341
O -3.34177 0.35952 -5.40536 0.56 -0.01 1.15 0.017
O -3.10528 0.82186 -3.28634 0.46 -0.61 -1.23 0.040
N 0.73415 -2.13181 -6.69730 -0.51 0.46 1.14 -0.451
O 1.83714 -2.71694 -6.67873 1.02 -0.55 0.15 -0.092
O 0.08602 -1.97539 -7.75403 -0.74 0.23 -1.05 -0.101
H 1.83260 -2.38825 -4.28824 0.03 0.01 -0.01 0.109
H -1.52625 -0.79644 -6.42591 0.09 -0.07 0.03 0.115
H -1.21801 -0.21504 -2.19016 0.05 0.03 0.13 0.106